Computed, not measured: C28H39N7O7P2Rb as an isolated structure, with wB97M-V/def2-TZVPD.

Maximum force in eV Å⁻¹: 0.91
Energy above the lowest of the compared OMol25 structures with the same formula, charge and spin in eV: 1.344
Orbital gap in eV: 4.85
HOMO energy in eV: -3.70
E_LUMO in eV: 1.148
Charge: -1

Positions of all 84 atoms, in Å:
Rb -0.45 0.98 -1.09
C -0.70 5.46 1.20
C -0.47 4.25 0.51
N -1.04 3.12 0.83
C -1.90 3.07 1.88
C -2.21 4.23 2.63
C -1.56 5.44 2.26
C -3.14 4.17 3.70
C -3.74 2.97 3.97
C -3.45 1.81 3.24
C -2.53 1.80 2.19
N -2.12 0.69 1.52
C -2.98 -0.30 1.21
C -4.35 -0.14 0.99
C -5.16 -1.18 0.51
C -4.67 -2.43 0.26
C -3.30 -2.67 0.48
C -2.71 -3.93 0.25
C -1.38 -4.12 0.48
C -0.63 -3.03 0.97
N -1.13 -1.85 1.20
C -2.45 -1.63 0.96
H -0.21 6.37 0.89
H 0.21 4.22 -0.34
H -1.78 6.34 2.82
H -3.37 5.07 4.26
H -4.45 2.90 4.78
H -3.94 0.88 3.50
H -4.79 0.84 1.14
H -6.21 -0.97 0.33
H -5.30 -3.23 -0.12
H -3.33 -4.73 -0.13
H -0.90 -5.08 0.30
H 0.44 -3.16 1.15
N -0.73 -2.10 -2.31
C -0.46 -3.16 -3.29
C 0.93 -3.01 -3.90
C 2.07 -3.70 -3.14
C 2.18 -3.36 -1.65
N 2.23 -1.95 -1.31
H -1.61 -2.28 -1.84
H -0.86 -1.22 -2.81
H -1.20 -3.16 -4.10
H -0.55 -4.13 -2.78
H 1.15 -1.95 -3.99
H 0.92 -3.40 -4.92
H 3.02 -3.44 -3.63
H 1.97 -4.79 -3.23
H 3.07 -3.86 -1.24
H 1.32 -3.79 -1.13
H 2.89 -1.43 -1.89
H 1.31 -1.57 -1.53
O 2.81 2.34 -4.17
P 2.41 1.44 -2.91
O 3.53 0.54 -2.53
O 1.76 2.26 -1.83
O 1.22 0.49 -3.55
P -0.06 0.98 -4.44
O -0.08 -0.17 -5.59
O 0.28 2.29 -5.06
O -1.28 0.77 -3.60
H 1.98 2.58 -4.63
H 0.58 0.05 -6.25
C 3.99 1.20 1.66
C 2.89 1.13 0.58
N 1.65 0.64 1.19
C 1.23 1.47 2.30
C 2.28 1.38 3.44
N 3.44 0.58 2.92
C 2.99 -0.83 2.63
C 1.81 -0.74 1.64
H 4.27 2.22 1.92
H 4.89 0.64 1.39
H 3.17 0.47 -0.24
H 2.71 2.10 0.13
H 0.25 1.14 2.63
H 1.15 2.50 1.96
H 1.90 0.85 4.32
H 2.67 2.35 3.75
H 4.17 0.55 3.63
H 2.72 -1.28 3.59
H 3.85 -1.36 2.22
H 0.87 -1.05 2.10
H 2.00 -1.37 0.76

---

Computed, not measured: C32H30IrN3O6PS as an isolated structure, with wB97M-V/def2-TZVPD.

2S+1: 2
Maximum force in eV Å⁻¹: 0.43
Energy above the lowest of the compared OMol25 structures with the same formula, charge and spin in eV: 0.000
Orbital gap (spin up / spin down) in eV: 8.51 / 6.21
HOMO energy (spin up / spin down) in eV: -14.29 / -14.22
E_LUMO (spin up / spin down) in eV: -5.774 / -8.012
Charge: +2
Expectation value of S²: 0.7633

Positions of all 74 atoms, in Å:
Ir -0.57 0.32 0.47
O -2.29 5.49 3.39
C -1.99 4.48 2.84
C -2.88 3.66 1.87
O -3.97 3.95 1.47
C -2.08 2.44 1.52
C -0.83 2.45 2.21
O -0.01 1.49 2.09
C -0.64 3.73 2.96
O 0.38 4.13 3.44
O -2.39 1.49 0.75
N 1.08 -1.19 -1.53
P 1.30 -0.84 0.12
C 1.43 -2.42 0.97
C 1.65 -2.40 2.35
C 1.72 -3.59 3.05
C 1.62 -4.80 2.38
C 1.43 -4.83 1.00
C 1.32 -3.63 0.30
C 2.88 -0.05 0.35
C 4.05 -0.80 0.15
C 5.28 -0.19 0.29
C 5.36 1.15 0.65
C 4.21 1.88 0.89
C 2.97 1.29 0.73
C -0.21 -1.19 -2.04
C -0.52 -1.72 -3.28
C -1.82 -1.66 -3.73
C -2.79 -1.07 -2.93
C -2.42 -0.56 -1.71
N -1.15 -0.63 -1.26
H 1.81 -1.60 -2.10
H 1.77 -1.46 2.87
H 1.89 -3.58 4.12
H 1.70 -5.73 2.93
H 1.36 -5.77 0.48
H 1.15 -3.66 -0.77
H 3.99 -1.85 -0.10
H 6.18 -0.76 0.13
H 6.33 1.61 0.78
H 4.28 2.91 1.21
H 2.07 1.84 0.97
H 0.26 -2.18 -3.88
H -2.08 -2.07 -4.69
H -3.82 -0.99 -3.25
H -3.13 -0.07 -1.05
O -0.11 1.99 -0.69
S 0.93 2.23 -1.81
C -0.07 2.91 -3.17
C 0.37 4.36 -3.37
C 0.73 4.89 -1.99
C 1.65 3.84 -1.39
H -1.09 2.84 -2.78
H 0.03 2.27 -4.04
H -0.43 4.93 -3.85
H 1.24 4.40 -4.03
H -0.17 5.01 -1.38
H 1.22 5.86 -2.04
H 1.75 3.87 -0.30
H 2.64 3.85 -1.84
N -1.42 -1.04 1.82
C -2.41 -1.99 1.32
C -3.71 -1.56 1.12
C -4.65 -2.46 0.63
C -4.29 -3.77 0.36
C -2.99 -4.19 0.59
C -2.04 -3.30 1.08
H -1.90 -0.43 2.48
H -0.71 -1.54 2.36
H -3.99 -0.54 1.34
H -5.67 -2.13 0.48
H -5.03 -4.47 -0.01
H -2.71 -5.22 0.41
H -1.03 -3.64 1.29

---

Computed, not measured: C47H59AsBIN7Pb as an isolated structure, with wB97M-V/def2-TZVPD.

Maximum force in eV Å⁻¹: 0.79
Orbital gap in eV: 8.65
HOMO energy in eV: -10.53
E_LUMO in eV: -1.882
Charge: +1

Positions of all 117 atoms, in Å:
Pb -0.12 -0.03 -0.05
C -4.93 2.28 1.91
C -3.68 2.28 1.10
C -3.22 3.31 0.30
C -2.00 2.89 -0.21
N -1.74 1.65 0.26
N -2.77 1.30 1.07
B -2.76 0.04 1.96
N -1.49 0.03 2.83
N -0.24 0.03 2.32
C 0.62 0.02 3.34
C -0.10 0.01 4.53
C -1.43 0.03 4.17
C -2.61 0.03 5.08
C 2.12 0.03 3.16
C 2.51 1.30 2.40
C 2.54 -1.21 2.36
C 2.82 0.02 4.52
N -2.82 -1.24 1.11
N -1.84 -1.61 0.25
C -2.16 -2.82 -0.24
C -3.38 -3.21 0.31
C -3.76 -2.19 1.16
C -4.99 -2.15 2.00
C -1.34 -3.67 -1.16
C -1.16 -5.05 -0.52
C -2.09 -3.84 -2.49
C 0.03 -3.06 -1.43
C -1.07 3.70 -1.07
C -1.08 3.16 -2.51
C 0.35 3.65 -0.50
C -1.52 5.16 -1.11
H -5.48 3.19 1.71
H -4.70 2.24 2.97
H -5.56 1.42 1.67
H -3.72 4.24 0.11
H -3.70 0.07 2.66
H 0.28 0.00 5.53
H -2.26 0.02 6.11
H -3.22 -0.85 4.92
H -3.22 0.91 4.92
H 2.12 1.27 1.39
H 3.60 1.38 2.34
H 2.13 2.18 2.90
H 2.14 -1.16 1.35
H 2.17 -2.11 2.84
H 3.63 -1.27 2.31
H 2.55 0.89 5.11
H 3.90 0.03 4.37
H 2.57 -0.88 5.09
H -3.91 -4.11 0.11
H -5.56 -3.05 1.80
H -5.60 -1.28 1.77
H -4.73 -2.12 3.06
H -2.11 -5.50 -0.26
H -0.56 -4.98 0.39
H -0.64 -5.71 -1.21
H -3.07 -4.28 -2.33
H -1.52 -4.50 -3.15
H -2.21 -2.89 -3.00
H 0.54 -2.84 -0.49
H -0.08 -2.14 -2.01
H 0.65 -3.74 -2.00
H -0.51 2.23 -2.57
H -0.63 3.88 -3.18
H -2.10 2.96 -2.83
H 0.72 2.63 -0.45
H 0.35 4.06 0.51
H 1.02 4.25 -1.11
H -2.46 5.26 -1.65
H -0.78 5.75 -1.64
H -1.64 5.57 -0.11
C 2.02 -3.98 -5.63
C 2.89 -3.23 -4.85
C 2.45 -2.06 -4.26
C 1.15 -1.61 -4.44
C 0.28 -2.38 -5.20
C 0.71 -3.55 -5.80
As 0.56 -0.02 -3.44
C 1.46 1.42 -4.44
C 2.82 1.58 -4.22
C 3.52 2.63 -4.78
C 2.86 3.56 -5.57
C 1.50 3.42 -5.79
C 0.80 2.37 -5.22
C -1.27 0.08 -4.11
C -2.30 -0.03 -3.19
C -3.63 0.02 -3.59
C -3.93 0.19 -4.93
C -2.91 0.29 -5.86
C -1.59 0.22 -5.46
H 2.35 -4.90 -6.09
H 3.90 -3.56 -4.71
H 3.13 -1.49 -3.64
H -0.75 -2.08 -5.33
H 0.02 -4.13 -6.39
H 3.34 0.86 -3.60
H 4.58 2.74 -4.59
H 3.40 4.38 -6.01
H 0.98 4.13 -6.41
H -0.27 2.30 -5.38
H -2.06 -0.16 -2.14
H -4.42 -0.09 -2.86
H -4.96 0.25 -5.25
H -3.15 0.42 -6.91
H -0.80 0.26 -6.20
I 3.65 -3.30 -0.81
C 4.18 -1.26 -0.73
C 5.49 -0.93 -0.43
C 5.83 0.41 -0.39
C 4.84 1.36 -0.63
C 3.57 0.91 -0.94
N 3.23 -0.38 -0.99
H 6.22 -1.70 -0.24
H 6.84 0.72 -0.18
H 5.05 2.41 -0.59
H 2.77 1.61 -1.19

---

Computed, not measured: a 2-piece molecular cluster, C5H16N2O overall at a distorted geometry, with wB97M-V/def2-TZVPD.

Maximum force in eV Å⁻¹: 5.17
SMILES: C[C@H](N)CN(C)C.O
Energy above the lowest of the compared OMol25 structures with the same formula, charge and spin in eV: 2.761
Orbital gap in eV: 9.30
HOMO energy in eV: -8.37
E_LUMO in eV: 0.926
Charge: 0

Positions of all 24 atoms, in Å:
C -2.22 -0.22 -1.13
C -1.14 -0.62 -0.12
N -1.66 -0.34 1.22
C 0.19 0.39 -0.35
N 1.32 -0.39 0.08
C 2.43 0.40 0.56
C 1.72 -1.44 -1.02
H -1.56 -0.17 -2.02
H -3.02 -0.99 -1.38
H -2.77 0.78 -0.83
H -0.61 -1.59 -0.06
H -2.53 -0.83 1.38
H -1.06 -0.76 1.94
H 0.21 0.73 -1.30
H -0.02 1.43 0.19
H 2.28 0.73 1.59
H 2.74 1.08 -0.22
H 3.35 -0.25 0.69
H 2.75 -1.53 -1.34
H 1.65 -2.43 -0.58
H 1.29 -1.32 -1.98
O -1.22 2.70 1.29
H -0.53 2.84 1.98
H -1.60 1.82 1.39

---

Computed, not measured: C27H34N11OPRhS as an isolated structure at a distorted geometry, with wB97M-V/def2-TZVPD.

2S+1: 5
Maximum force in eV Å⁻¹: 2.78
Energy above the lowest of the compared OMol25 structures with the same formula, charge and spin in eV: 1.195
Orbital gap (spin up / spin down) in eV: 6.74 / 2.84
HOMO energy (spin up / spin down) in eV: -15.03 / -15.03
E_LUMO (spin up / spin down) in eV: -8.291 / -12.192
Charge: +3
Expectation value of S²: 6.0301

Positions of all 76 atoms, in Å:
Rh -0.21 0.19 0.20
C 1.82 0.25 -4.91
N 0.91 0.63 -3.86
C 0.08 1.70 -3.86
C -0.53 1.74 -2.64
N -0.07 0.70 -1.90
C 0.79 0.03 -2.65
P 1.76 -1.46 -2.19
C 0.54 -2.39 -1.18
N -0.25 -1.94 -0.21
C -0.91 -3.01 0.30
C -0.50 -4.13 -0.36
N 0.41 -3.73 -1.29
C 1.12 -4.61 -2.18
C 2.58 -0.66 -0.75
N 2.00 0.03 0.23
C 3.00 0.44 1.06
C 4.19 -0.01 0.56
N 3.91 -0.70 -0.57
C 4.85 -1.39 -1.43
H 1.48 0.66 -5.86
H 1.88 -0.83 -4.99
H 2.82 0.64 -4.71
H -0.01 2.36 -4.70
H -1.25 2.43 -2.26
H -1.63 -2.93 1.10
H -0.79 -5.16 -0.24
H 0.46 -5.41 -2.52
H 1.98 -5.06 -1.68
H 1.47 -4.06 -3.05
H 2.82 1.02 1.94
H 5.19 0.12 0.93
H 5.86 -1.24 -1.05
H 4.79 -1.00 -2.44
H 4.63 -2.45 -1.44
O -1.37 -1.65 -2.84
S -2.47 -1.90 -3.80
C -1.65 -1.84 -5.45
C -0.90 -3.16 -5.50
C -1.89 -4.24 -5.07
C -2.62 -3.74 -3.83
H -1.02 -0.96 -5.50
H -2.43 -1.78 -6.20
H -0.04 -3.12 -4.82
H -0.53 -3.35 -6.51
H -1.38 -5.18 -4.86
H -2.59 -4.43 -5.88
H -2.19 -4.07 -2.89
H -3.68 -4.00 -3.84
C -2.17 0.06 3.23
C -1.83 1.38 2.64
N -1.23 1.54 1.47
C -1.15 2.88 1.23
C -1.71 3.54 2.27
N -2.13 2.59 3.17
C -2.80 2.88 4.42
N -2.11 3.89 5.17
N -2.61 5.13 5.26
N -1.87 5.85 5.97
C -0.81 5.15 6.44
C 0.27 5.48 7.25
C 1.23 4.51 7.46
C 1.10 3.23 6.92
C 0.04 2.88 6.11
C -0.93 3.85 5.89
H -1.74 -0.72 2.59
H -3.25 -0.08 3.27
H -1.77 -0.06 4.24
H -0.69 3.27 0.34
H -1.85 4.59 2.44
H -2.88 1.96 5.01
H -3.80 3.28 4.22
H 0.33 6.45 7.73
H 2.10 4.74 8.06
H 1.86 2.49 7.14
H -0.01 1.91 5.64

---

Computed, not measured: a 3-piece molecular cluster, C17H20ClIN2O2 overall at a distorted geometry, with wB97M-V/def2-TZVPD.

Maximum force in eV Å⁻¹: 2.34
SMILES: O=C1OC[C@@H](CCCI)[C@H]1Cl.c1ccncc1.c1ccncc1
Orbital gap in eV: 9.75
HOMO energy in eV: -9.39
E_LUMO in eV: 0.360
Charge: 0

Positions of all 43 atoms, in Å:
O 4.60 -2.90 3.03
C 3.80 -2.03 2.72
O 4.15 -0.81 2.23
C 3.01 0.07 2.25
C 2.10 -0.59 3.26
C 0.73 0.00 3.55
C -0.33 -0.19 2.46
C -1.07 -1.51 2.57
I -2.62 -1.58 1.09
C 2.27 -2.04 2.82
Cl 1.75 -2.38 1.14
H 3.37 1.06 2.52
H 2.61 0.17 1.25
H 2.69 -0.53 4.18
H 0.37 -0.44 4.48
H 0.86 1.05 3.75
H -1.06 0.61 2.56
H 0.12 -0.07 1.48
H -0.43 -2.36 2.40
H -1.57 -1.62 3.52
H 1.85 -2.76 3.50
C -4.44 2.29 -2.88
C -4.17 1.23 -2.03
C -3.81 1.49 -0.72
N -3.70 2.72 -0.23
C -3.96 3.74 -1.05
C -4.33 3.58 -2.37
H -4.73 2.12 -3.90
H -4.24 0.20 -2.39
H -3.58 0.69 -0.03
H -3.86 4.73 -0.62
H -4.54 4.44 -2.99
C 2.16 -1.58 -4.11
C 2.08 -1.77 -2.74
C 1.48 -0.79 -1.97
N 0.97 0.34 -2.47
C 1.05 0.51 -3.79
C 1.63 -0.41 -4.65
H 2.62 -2.32 -4.75
H 2.48 -2.66 -2.28
H 1.40 -0.90 -0.90
H 0.63 1.43 -4.17
H 1.67 -0.22 -5.71